Model P:
{
  "formula": "C8H15N3O",
  "method": "the ωB97M-V functional and the def2-TZVPD basis",
  "lumo_ha": [-0.007, -0.030],
  "homo_energy_ev": [-7.83, -7.24],
  "species": ["C", "C", "C", "C", "C", "C", "C", "C", "N", "N", "N", "O", "H", "H", "H", "H", "H", "H", "H", "H", "H", "H", "H", "H", "H", "H", "H"],
  "positions_angstrom": [[-0.33, 1.59, 0.92], [0.99, -0.51, 1.33], [0.48, 2.01, -0.31], [2.01, 0.42, 0.63], [-0.37, 0.01, 1.04], [-1.01, -0.61, -0.18], [-0.92, -2.04, -0.46], [-2.30, -0.06, -0.80], [1.24, -0.95, -2.02], [1.49, 0.99, -0.59], [0.86, 0.13, -1.53], [2.37, -1.44, -2.17], [0.03, 1.90, 1.89], [-1.46, 1.99, 0.76], [1.19, -1.53, 0.83], [1.22, -0.73, 2.43], [-0.15, 2.20, -1.30], [1.00, 2.96, -0.03], [2.36, 1.17, 1.46], [2.97, -0.09, 0.55], [-0.97, -0.16, 1.92], [-0.51, -2.66, 0.27], [-0.24, -2.11, -1.32], [-1.90, -2.51, -0.64], [-2.60, -0.45, -1.87], [-2.38, 1.00, -0.62], [-3.09, -0.50, -0.18]],
  "mulliken_charge": [-0.91, -0.60, -0.40, -0.96, 0.18, 0.76, -1.51, -1.65, -0.23, 0.32, 0.06, -0.56, 0.43, 0.32, 0.27, 0.28, 0.31, 0.32, 0.22, 0.38, 0.67, 0.42, 0.36, 0.44, 0.31, 0.32, 0.44]
}

=====

Model Q:
{
  "formula": "C8H15N3O",
  "method": "the ωB97M-V functional and the def2-TZVPD basis",
  "lumo_ha": 0.022,
  "smiles": "CN(N)C(N)=O.C=C(C)C#CC",
  "homo_energy_ev": -8.82,
  "species": ["C", "N", "N", "C", "N", "O", "H", "H", "H", "H", "H", "H", "H", "C", "C", "C", "C", "C", "C", "H", "H", "H", "H", "H", "H", "H", "H"],
  "positions_angstrom": [[2.77, -0.08, -0.98], [2.64, -1.52, -0.85], [3.50, -2.31, -1.62], [2.00, -2.12, 0.24], [1.20, -1.28, 0.96], [2.09, -3.32, 0.53], [3.33, 0.34, -0.14], [3.31, 0.15, -1.92], [1.78, 0.39, -1.01], [3.05, -2.48, -2.53], [4.35, -1.78, -1.81], [0.85, -1.69, 1.81], [1.30, -0.29, 0.94], [-0.89, 2.38, -0.86], [-1.84, 2.07, 0.04], [-2.19, 3.07, 1.12], [-2.45, 0.77, 0.11], [-2.91, -0.31, 0.40], [-3.42, -1.58, 0.87], [-0.68, 1.78, -1.72], [-0.40, 3.35, -0.79], [-2.52, 4.04, 0.70], [-2.97, 2.73, 1.84], [-1.32, 3.28, 1.75], [-4.11, -1.94, 0.10], [-3.92, -1.43, 1.83], [-2.56, -2.25, 0.99]],
  "mulliken_charge": [-0.92, 0.36, -0.75, 0.45, -0.33, -0.64, 0.33, 0.39, 0.19, 0.24, 0.28, 0.25, 0.17, -1.08, 0.50, -1.21, -0.10, 0.63, -1.24, 0.37, 0.30, 0.31, 0.33, 0.31, 0.31, 0.29, 0.26]
}

=====

Quick one: least stable of them? model P

=====

Model P:
{
  "formula": "C16H32N2O6",
  "method": "the ωB97M-V functional and the def2-TZVPD basis",
  "lumo_ha": 0.021,
  "homo_energy_ev": -8.88,
  "species": ["C", "C", "O", "C", "H", "C", "H", "H", "O", "C", "O", "N", "H", "C", "H", "C", "C", "C", "H", "C", "C", "N", "C", "O", "O", "C", "C", "O", "C", "C", "H", "H", "H", "H", "H", "H", "H", "H", "H", "H", "H", "H", "H", "H", "H", "H", "H", "H", "H", "H", "H", "H", "H", "H", "H", "H"],
  "positions_angstrom": [[3.70, 1.00, -1.58], [3.04, 2.27, -1.97], [2.91, 3.21, -0.86], [1.55, 3.09, -0.24], [1.54, 3.78, 0.34], [1.11, 1.74, 0.59], [1.00, 0.85, 0.02], [1.90, 1.64, 1.17], [-0.12, 1.98, 1.15], [-1.15, 1.77, 0.50], [-1.27, 1.78, -0.66], [-2.39, 2.10, 1.17], [-2.12, 1.94, 2.15], [-3.61, 2.01, 0.79], [-3.56, 1.96, -0.46], [-4.42, 0.60, 1.29], [-3.70, -0.79, 0.60], [-4.09, -0.82, -0.86], [-3.58, 0.20, -1.55], [-3.50, -2.00, -1.44], [-2.14, -1.83, -2.29], [-1.25, -1.14, -1.15], [-0.56, -1.84, -0.27], [-0.63, -3.11, -0.04], [0.06, -0.95, 0.32], [0.84, -1.72, 1.61], [2.15, -2.43, 1.21], [3.04, -0.98, 0.99], [4.30, -1.50, 1.17], [4.89, -2.35, -0.05], [5.95, -2.29, -0.14], [4.54, -1.86, -1.18], [4.45, -3.26, -0.06], [4.86, -0.62, 1.02], [4.59, -2.04, 2.01], [2.57, -2.70, 2.04], [2.07, -2.83, 0.12], [0.86, -0.96, 2.66], [0.16, -2.55, 2.01], [-1.25, -0.10, -1.11], [-2.10, -1.25, -2.91], [-1.84, -2.72, -2.29], [-4.23, -2.47, -2.30], [-3.42, -2.95, -0.76], [-5.25, -0.72, -1.13], [-2.50, -0.67, 0.68], [-4.04, -1.61, 1.11], [-5.26, 0.56, 0.91], [-4.28, 0.64, 2.15], [-4.32, 2.85, 1.16], [0.72, 3.36, -1.00], [1.92, 2.09, -2.43], [3.63, 2.93, -2.81], [4.71, 1.16, -1.18], [3.88, 0.35, -2.46], [3.18, 0.49, -0.71]],
  "mulliken_charge": [-0.45, -0.26, -0.47, -1.23, 0.78, -0.49, 0.20, 1.15, -0.56, 0.71, -0.70, 0.10, 0.19, -0.42, 0.12, -2.19, -0.06, 0.13, -0.09, -0.65, -1.89, -0.20, 0.78, -0.75, -0.40, -0.70, -0.66, -0.37, -0.66, -1.14, 0.42, 0.13, 0.45, 0.46, 0.57, 0.61, 0.27, 0.34, 0.49, 0.26, 1.02, 0.59, 0.29, 0.30, 0.30, -0.52, 0.87, 0.70, 1.01, 0.29, 0.38, 0.19, 0.26, 0.33, 0.34, -0.19]
}

=====

Model Q:
{
  "formula": "C16H32N2O6",
  "method": "the ωB97M-V functional and the def2-TZVPD basis",
  "lumo_ha": 0.012,
  "smiles": "c1cc[nH]c1.c1cc[nH]c1.O=C1CCCO1.CO.CO.CO.CO",
  "homo_energy_ev": -8.08,
  "species": ["C", "C", "C", "N", "C", "H", "H", "H", "H", "H", "C", "C", "C", "N", "C", "H", "H", "H", "H", "H", "O", "C", "C", "C", "C", "O", "H", "H", "H", "H", "H", "H", "C", "O", "H", "H", "H", "H", "C", "O", "H", "H", "H", "H", "C", "O", "H", "H", "H", "H", "C", "O", "H", "H", "H", "H"],
  "positions_angstrom": [[-5.49, -1.51, -1.54], [-6.06, -0.63, -0.67], [-6.30, 0.61, -1.36], [-5.97, 0.37, -2.68], [-5.34, -0.86, -2.73], [-5.09, -2.50, -1.34], [-6.25, -0.87, 0.37], [-6.64, 1.52, -0.88], [-6.17, 0.98, -3.46], [-4.98, -1.21, -3.69], [-1.51, -5.46, 2.20], [-1.19, -6.76, 2.68], [0.00, -6.99, 2.04], [0.45, -5.98, 1.22], [-0.51, -4.94, 1.32], [-2.46, -5.01, 2.42], [-1.63, -7.39, 3.44], [0.56, -7.92, 2.00], [1.04, -6.07, 0.41], [-0.35, -4.01, 0.79], [0.95, 3.42, 5.83], [0.05, 2.62, 5.88], [-1.45, 2.85, 5.63], [-1.95, 1.45, 5.68], [-0.73, 0.52, 5.51], [0.21, 1.25, 6.14], [-1.88, 3.35, 6.49], [-1.53, 3.27, 4.63], [-2.46, 1.12, 6.59], [-2.50, 1.32, 4.75], [-0.90, -0.37, 6.12], [-0.52, 0.07, 4.54], [6.24, 0.33, -4.00], [5.04, -0.06, -3.37], [6.09, 0.91, -4.91], [6.94, 0.68, -3.25], [6.58, -0.58, -4.50], [4.31, 0.23, -3.91], [5.27, 2.98, 1.59], [5.10, 4.27, 2.08], [6.35, 2.81, 1.67], [4.66, 2.34, 2.23], [4.93, 2.92, 0.55], [4.48, 4.15, 2.80], [-0.33, 2.70, -0.81], [-0.73, 1.33, -0.63], [0.26, 2.85, -1.71], [-1.21, 3.32, -0.98], [0.24, 2.97, 0.08], [-1.60, 1.26, -1.02], [2.47, 1.18, -8.63], [2.26, 1.47, -7.29], [2.82, 0.16, -8.82], [1.52, 1.48, -9.08], [3.25, 1.82, -9.03], [1.68, 2.23, -7.40]],
  "mulliken_charge": [-0.41, -0.24, -0.64, -0.04, -0.39, 0.39, 0.38, 0.36, 0.20, 0.40, -0.33, -0.44, -0.33, -0.07, -0.63, 0.37, 0.39, 0.36, 0.26, 0.40, -0.55, 0.45, -0.34, -0.47, -0.37, -0.35, 0.24, 0.31, 0.32, 0.24, 0.24, 0.28, -0.50, -0.49, 0.26, 0.20, 0.23, 0.31, -0.45, -0.49, 0.18, 0.27, 0.16, 0.32, -0.47, -0.48, 0.22, 0.25, 0.18, 0.30, -0.50, -0.47, 0.21, 0.23, 0.23, 0.31]
}

=====

Quick one: least stable of them? model P

=====

Model P:
{
  "formula": "C12H42O9",
  "method": "the ωB97M-V functional and the def2-TZVPD basis",
  "lumo_ha": -0.006,
  "smiles": "CCO.CCO.CCO.CCO.CCO.CCO.O.O.O",
  "homo_energy_ev": -9.07,
  "species": ["C", "C", "O", "H", "H", "H", "H", "H", "H", "C", "C", "O", "H", "H", "H", "H", "H", "H", "C", "C", "O", "H", "H", "H", "H", "H", "H", "C", "C", "O", "H", "H", "H", "H", "H", "H", "C", "C", "O", "H", "H", "H", "H", "H", "H", "C", "C", "O", "H", "H", "H", "H", "H", "H", "O", "H", "H", "O", "H", "H", "O", "H", "H"],
  "positions_angstrom": [[4.71, 0.61, -2.13], [3.46, 0.67, -2.98], [2.33, 0.96, -2.13], [5.56, 0.46, -2.81], [4.69, -0.20, -1.41], [4.94, 1.55, -1.63], [3.32, -0.29, -3.47], [3.55, 1.47, -3.72], [1.61, 1.35, -2.62], [-0.83, 4.43, 0.37], [-0.34, 3.66, 1.60], [-1.13, 2.51, 1.86], [-0.55, 3.98, -0.58], [-0.41, 5.44, 0.42], [-1.92, 4.55, 0.44], [-0.42, 4.31, 2.47], [0.71, 3.36, 1.46], [-0.93, 1.89, 1.14], [1.41, 0.89, 5.02], [1.47, 0.23, 3.66], [2.75, 0.42, 3.09], [1.76, 1.92, 4.91], [2.00, 0.39, 5.79], [0.39, 0.91, 5.39], [0.68, 0.59, 3.00], [1.24, -0.85, 3.77], [2.74, 0.00, 2.21], [-0.69, -2.45, -2.48], [0.00, -2.87, -3.77], [1.36, -3.18, -3.48], [-0.20, -1.54, -2.14], [-0.51, -3.19, -1.70], [-1.75, -2.31, -2.63], [-0.06, -2.05, -4.49], [-0.49, -3.77, -4.17], [1.84, -3.29, -4.30], [-4.12, 1.30, -0.01], [-3.82, -0.18, -0.04], [-4.48, -0.82, -1.14], [-3.50, 1.84, 0.71], [-5.18, 1.50, 0.10], [-3.86, 1.77, -0.97], [-4.26, -0.59, 0.88], [-2.76, -0.41, 0.07], [-4.73, -1.70, -0.87], [-0.69, -3.69, 2.61], [-0.68, -2.83, 1.38], [-1.21, -1.54, 1.65], [-1.68, -3.71, 3.06], [-0.03, -3.26, 3.37], [-0.32, -4.69, 2.38], [-1.17, -3.29, 0.52], [0.35, -2.62, 1.04], [-0.76, -0.85, 1.14], [-1.64, 1.27, -2.55], [-2.55, 0.98, -2.60], [-1.32, 1.26, -3.46], [2.29, -0.34, 0.37], [2.35, -1.30, 0.30], [2.42, -0.01, -0.53], [-0.38, 0.53, -0.07], [-0.96, 0.71, -0.83], [0.42, 0.13, -0.44]],
  "mulliken_charge": [-1.19, -0.21, -0.49, 0.38, 0.32, 0.30, 0.23, 0.39, 0.22, -1.03, -0.17, -0.51, 0.20, 0.41, 0.24, 0.38, 0.23, 0.10, -1.38, 0.74, -0.56, 0.32, 0.36, 0.36, -0.07, -0.07, 0.37, -0.47, -0.38, -0.54, -0.05, 0.16, 0.36, 0.29, 0.34, 0.29, -1.03, 0.20, -0.56, 0.26, 0.37, 0.18, 0.38, -0.09, 0.32, -1.31, 0.49, -0.51, 0.31, 0.24, 0.38, 0.16, -0.03, 0.16, -0.57, 0.26, 0.24, -0.65, 0.30, 0.22, 0.52, 0.02, -0.10]
}

=====

Model Q:
{
  "formula": "C12H42O9",
  "method": "the ωB97M-V functional and the def2-TZVPD basis",
  "lumo_ha": -0.002,
  "smiles": "CC(C)O.CC(C)O.CC(C)O.CC(C)O.O.O.O.O.O",
  "homo_energy_ev": -9.88,
  "species": ["C", "C", "C", "O", "H", "H", "H", "H", "H", "H", "H", "H", "C", "C", "C", "O", "H", "H", "H", "H", "H", "H", "H", "H", "C", "C", "C", "O", "H", "H", "H", "H", "H", "H", "H", "H", "C", "C", "C", "O", "H", "H", "H", "H", "H", "H", "H", "H", "O", "H", "H", "O", "H", "H", "O", "H", "H", "O", "H", "H", "O", "H", "H"],
  "positions_angstrom": [[1.35, -0.02, -4.26], [2.19, 1.03, -4.92], [1.40, 2.30, -5.23], [3.32, 1.31, -4.09], [1.95, -0.88, -3.98], [0.57, -0.34, -4.95], [0.91, 0.38, -3.34], [2.55, 0.62, -5.88], [0.53, 2.07, -5.84], [2.05, 3.03, -5.72], [1.10, 2.77, -4.29], [3.87, 1.96, -4.53], [-0.36, -2.59, -1.88], [-0.20, -3.66, -0.81], [0.40, -3.11, 0.46], [-1.47, -4.27, -0.49], [-0.92, -1.73, -1.50], [-0.84, -2.99, -2.77], [0.61, -2.24, -2.24], [0.50, -4.42, -1.19], [1.44, -2.80, 0.30], [0.44, -3.87, 1.25], [-0.06, -2.20, 0.86], [-1.57, -5.05, -1.03], [-0.17, 1.72, 1.79], [0.07, 1.02, 0.45], [-0.24, 1.94, -0.71], [1.47, 0.63, 0.40], [0.19, 2.74, 1.82], [0.22, 1.11, 2.60], [-1.25, 1.77, 1.97], [-0.50, 0.08, 0.42], [-0.34, 1.39, -1.65], [0.55, 2.68, -0.81], [-1.18, 2.46, -0.52], [1.56, 0.02, 1.15], [-3.79, -1.83, 1.10], [-3.38, -0.47, 1.64], [-3.94, 0.67, 0.81], [-3.82, -0.28, 3.00], [-3.41, -2.66, 1.68], [-3.36, -1.92, 0.09], [-4.87, -1.91, 0.98], [-2.29, -0.46, 1.70], [-3.59, 1.61, 1.24], [-5.03, 0.66, 0.84], [-3.61, 0.67, -0.23], [-4.68, 0.17, 2.97], [1.72, -1.24, 2.65], [1.09, -0.93, 3.32], [1.89, -2.16, 2.86], [-0.17, -0.42, 4.76], [0.19, -0.62, 5.63], [-1.11, -0.23, 4.91], [2.73, 4.62, 3.13], [2.25, 3.80, 2.96], [2.64, 4.72, 4.08], [3.39, -0.28, -1.66], [2.61, -0.26, -1.09], [3.21, 0.40, -2.33], [1.74, 2.16, 4.49], [1.02, 1.52, 4.58], [2.45, 1.80, 5.02]],
  "mulliken_charge": [-0.71, 0.59, -1.33, -0.54, 0.37, 0.51, -0.32, 0.19, 0.35, 0.41, 0.27, 0.31, -0.84, 0.29, -1.05, -0.53, 0.06, 0.40, 0.18, 0.30, 0.38, 0.43, 0.12, 0.31, -0.61, 2.02, -1.74, -0.62, 0.40, -0.26, 0.10, -0.87, 0.27, 0.44, 0.43, 0.36, -1.49, 1.54, -1.39, -0.58, 0.35, 0.28, 0.35, -0.58, 0.39, 0.47, 0.33, 0.33, -0.64, 0.26, 0.29, -0.60, 0.27, 0.27, -0.66, 0.35, 0.31, -0.68, 0.37, 0.32, -0.55, 0.33, 0.29]
}

=====

Quick one: least stable of them? model P